{
  "formula": "C4H6N2O",
  "method": "ωB97M-V with the def2-TZVPD basis set",
  "charge": 0,
  "e_homo_ev": -8.7,
  "relative_energy_ev": 3.5065,
  "symbols": ["H", "N", "C", "O", "C", "C", "N", "C", "H", "H", "H", "H", "H"],
  "coordinates": [[-1.475868, 1.796691, -0.057504], [-0.476522, 2.194156, 0.130108], [0.288890, 1.188539, -0.185082], [1.678754, 1.164647, -0.272056], [2.073202, -0.160039, 0.198146], [1.018698, -1.061362, -0.006096], [-0.109660, -0.191655, -0.512836], [-1.528384, -0.596194, 0.041037], [3.130618, -0.183747, 0.401511], [1.189780, -2.083907, -0.168344], [-1.823268, 0.119607, 0.949848], [-2.152350, -0.491828, -0.828329], [-1.813884, -1.694909, 0.309595]],
  "forces_ev_per_a": [[2.121, 1.227, 0.596], [-0.091, -3.000, -1.600], [-0.805, -0.877, -0.312], [-1.134, -0.837, 2.206], [-2.976, -0.233, -2.108], [1.943, 5.944, -0.436], [-0.289, -1.918, 2.925], [0.290, 0.481, 0.802], [-0.101, -0.443, 0.028], [-0.611, -1.219, 0.172], [0.570, -1.666, -2.049], [-0.684, 0.792, -0.089], [1.767, 1.749, -0.134]]
}